1) This record from the Open Molecules 2025 dataset describes 3 unconnected molecules or ions with the total composition C3H9N2O2S. The level of theory is wB97M-V/def2-TZVPD.

- Kohn-Sham gap (spin up / spin down) (Eh) = 0.21834 / 0.22258
- total charge = 0
- lowest unoccupied orbital energy (spin up / spin down) (eV) = -2.781 / -2.539
- spin multiplicity = 2

Cartesian coordinates (Å):
N 1.33830 -1.73916 0.48405
C 1.04514 -0.51513 -0.28694
C 0.83692 0.75542 0.54614
S 0.71755 2.14114 -0.53614
C -2.92409 -0.13028 -0.79386
N -3.47249 -0.60877 -1.91870
O -2.11485 -0.72296 -0.07858
H 1.68571 -1.43512 1.40772
H 1.80563 -0.29320 -1.05291
H 0.10547 -0.68012 -0.83841
H 1.64006 0.87574 1.27194
H -0.10475 0.59573 1.09713
H -3.28211 0.85870 -0.43027
H -3.51279 -1.62931 -1.83386
H 3.24526 -1.02425 3.38993
H 2.05520 -2.31259 0.06145
O 2.86055 -0.88490 2.50628


2) This record from the Open Molecules 2025 dataset describes 2 unconnected molecules or ions with the total composition C3H9N2O2S. The level of theory is wB97M-V/def2-TZVPD.

- Kohn-Sham gap (spin up / spin down) (Eh) = 0.37800 / 0.25729
- total charge = 0
- lowest unoccupied orbital energy (spin up / spin down) (eV) = 0.734 / -2.258
- spin multiplicity = 2

Cartesian coordinates (Å):
N 1.10090 1.60073 1.06468
C -0.05876 0.60419 0.84240
C -1.12596 1.32098 -0.06703
S -2.40978 2.29826 0.94690
C 0.50773 -0.66918 0.07166
N 1.91292 -0.97898 0.14931
O -0.22127 -1.18484 -0.79304
H 1.34081 1.70370 1.97692
H 0.94358 2.42784 0.54853
H -0.30333 0.35544 1.94295
H -0.49453 2.07760 -0.61235
H -1.68270 0.72271 -0.73058
H 2.61818 -0.25818 0.54036
H 2.32116 -1.79177 -0.34802
H -0.89643 -2.35093 -2.31274
H -1.97672 -2.78613 -1.24079
O -1.57581 -3.09142 -1.97918


Which one sits at the bottom of the stability order? 1) does.


1) This record from the Open Molecules 2025 dataset describes 2 unconnected molecules or ions with the total composition C3H10N3O2. The level of theory is wB97M-V/def2-TZVPD.

- Kohn-Sham gap (Eh) = 0.31901
- total charge = -1
- lowest unoccupied orbital energy (eV) = 4.142
- spin multiplicity = 1

Cartesian coordinates (Å):
N -0.04028 -1.51902 2.79535
C -0.20686 -0.75784 1.59231
O 0.85468 -0.05506 1.39050
O -1.25842 -0.88143 0.88268
H 0.69124 -1.13055 3.38581
H -0.90675 -1.75436 3.25832
C 0.81723 0.55729 -1.96675
C -0.48942 0.95206 -1.29087
N -0.93754 2.26768 -1.77941
N 1.41189 -0.72491 -1.39965
H 0.64750 0.40677 -3.04646
H 1.52363 1.39285 -1.86201
H -1.22928 0.14508 -1.46071
H -0.31565 0.94770 -0.20256
H -1.25055 2.92090 -1.04262
H -1.76729 2.10629 -2.38093
H 1.24078 -0.74539 -0.39286
H 0.83212 -1.47274 -1.76363


2) This record from the Open Molecules 2025 dataset describes 2 unconnected molecules or ions with the total composition C3H10N3O2. The level of theory is wB97M-V/def2-TZVPD.

- Kohn-Sham gap (Eh) = 0.28548
- total charge = -1
- lowest unoccupied orbital energy (eV) = 3.923
- spin multiplicity = 1

Cartesian coordinates (Å):
C 0.65694 -1.14973 -1.42212
O 0.07420 -0.36164 -0.46461
C 1.79008 -0.37450 -2.13517
N 2.20227 -1.08155 -3.36011
H 1.06437 -2.10964 -1.04162
H -0.11652 -1.42057 -2.20501
H 1.34291 0.63757 -2.41645
H 2.56442 -0.11666 -1.43320
H 2.87647 -0.58742 -3.99037
H 2.59725 -1.97424 -3.12935
N -1.58929 1.28598 0.80879
C -1.37869 0.82261 2.11075
N -0.34769 -0.08262 2.09252
O -1.95946 1.25371 3.11740
H -1.08635 0.74946 0.04346
H -2.50350 1.68739 0.65733
H 0.02822 -0.29951 3.00100
H 0.04787 -0.34574 1.18273


Which one sits at the bottom of the stability order? 2) does.


1) This record from the Open Molecules 2025 dataset describes a molecular structure, C20H40O40S10. The level of theory is wB97M-V/def2-TZVPD.

- Kohn-Sham gap (Eh) = 0.41116
- total charge = 0
- lowest unoccupied orbital energy (eV) = 0.236
- spin multiplicity = 1

Cartesian coordinates (Å):
C -1.55025 5.04627 -2.80361
C -1.13096 6.40941 -2.25896
O 0.27604 6.42382 -2.17232
S 0.87908 5.06409 -2.68696
O 1.85231 4.60399 -1.76064
O 1.17744 5.20141 -4.07997
O -0.40173 4.22266 -2.52970
H -1.78818 5.06851 -3.86654
H -2.48487 4.63784 -2.32881
H -1.45274 6.54283 -1.26815
H -1.44223 7.27504 -2.85935
C 3.81323 -5.94774 1.06029
C 4.15863 -4.59012 0.40557
O 2.82934 -3.98368 0.16409
S 1.71083 -5.10879 -0.02872
O 1.75306 -5.51912 -1.44261
O 0.46598 -4.66206 0.65967
O 2.42275 -6.29229 0.85318
H 4.03024 -6.01056 2.10352
H 4.37881 -6.68424 0.54426
H 4.60125 -4.75766 -0.55170
H 4.66321 -3.95796 1.06852
C 0.78971 3.97855 2.65991
C 1.24155 4.03546 1.19737
O 0.20129 3.45304 0.54085
S -1.17485 3.62043 1.38858
O -1.57280 2.28123 1.80701
O -2.06465 4.42769 0.67071
O -0.62419 4.43005 2.61224
H 1.34330 4.73568 3.31025
H 0.84095 2.90143 2.92650
H 2.13275 3.44528 1.00016
H 1.41860 5.09270 0.90727
C -3.42743 -2.08748 -3.87229
C -3.62489 -1.85549 -2.34619
O -2.29011 -2.01751 -1.86545
S -1.62305 -3.25525 -2.68948
O -2.34129 -4.44963 -2.41532
O -0.22035 -3.18847 -2.64700
O -2.16653 -2.75041 -4.04900
H -3.37205 -1.24006 -4.51340
H -4.18724 -2.76625 -4.27413
H -4.29157 -2.58299 -1.86237
H -4.01910 -0.85358 -2.14887
C -2.47430 2.56202 -6.39626
C -1.91428 1.32521 -7.19025
O -1.46662 0.50358 -6.19804
S -0.81140 1.36174 -5.04794
O 0.55241 1.62215 -5.38465
O -1.11547 0.54289 -3.89799
O -1.73843 2.64503 -5.17872
H -3.51726 2.35864 -6.07688
H -2.40744 3.58363 -6.87532
H -1.15459 1.73635 -7.84557
H -2.58915 0.77456 -7.87719
C 0.80790 0.79783 -1.56751
C 2.26418 1.16126 -1.47249
O 2.72231 0.62470 -0.13791
S 1.45130 0.28720 0.67804
O 1.50572 0.87345 1.97015
O 1.33421 -1.14863 0.71702
O 0.35784 0.91143 -0.24221
H 0.68364 -0.16505 -2.07900
H 0.35206 1.52887 -2.23472
H 2.44914 2.21796 -1.39450
H 2.88085 0.72270 -2.25313
C -2.03695 -3.19866 2.06964
C -2.63191 -4.20774 1.17103
O -3.63455 -3.46578 0.43698
S -4.07871 -2.18434 1.25008
O -5.35564 -2.43672 1.71090
O -3.73771 -1.03662 0.54238
O -3.17676 -2.38117 2.55264
H -1.48027 -2.43554 1.51025
H -1.43486 -3.50837 2.91506
H -3.13106 -4.99931 1.74111
H -1.90495 -4.58267 0.51482
C 5.31034 -0.07988 6.36690
C 4.12220 -0.59136 7.20624
O 3.16620 0.54100 7.34625
S 3.11902 1.09258 5.86758
O 2.77093 2.48342 5.90387
O 2.41532 0.17727 5.02489
O 4.71944 0.98154 5.58269
H 5.70797 -0.87603 5.71963
H 6.07311 0.35448 6.95423
H 4.43642 -0.84320 8.21372
H 3.65782 -1.45692 6.66549
C -4.48769 1.96308 -0.15058
C -3.17818 1.55336 -0.88723
O -3.15858 2.24168 -2.11998
S -4.66772 2.65236 -2.53162
O -5.44423 1.55403 -3.10382
O -4.66867 3.91643 -3.21371
O -5.18618 2.90618 -1.05750
H -4.29726 2.56518 0.68801
H -5.06217 1.04589 -0.04488
H -3.18713 0.47234 -1.08808
H -2.33114 1.82592 -0.37135
C 2.15348 -3.53972 3.37750
C 2.96780 -2.33959 2.88077
O 4.35021 -2.61223 3.38842
S 4.23135 -3.63633 4.55705
O 4.61235 -3.06613 5.79289
O 4.80816 -4.86206 4.11358
O 2.70981 -3.86223 4.62443
H 2.16198 -4.35142 2.66769
H 1.13502 -3.26512 3.49572
H 2.66119 -1.39615 3.32820
H 3.08026 -2.27507 1.81478


2) This record from the Open Molecules 2025 dataset describes a molecular structure, C20H40O40S10. The level of theory is wB97M-V/def2-TZVPD.

- Kohn-Sham gap (Eh) = 0.36009
- total charge = 0
- lowest unoccupied orbital energy (eV) = -0.563
- spin multiplicity = 1

Cartesian coordinates (Å):
C 5.74945 1.60006 -3.75184
C 4.43969 0.81022 -3.40175
O 4.26164 0.88331 -2.09014
S 5.48907 1.81980 -1.34090
O 5.84988 1.04909 -0.10472
O 5.00564 3.22236 -1.19877
O 6.51478 1.54643 -2.60970
H 5.47290 2.63011 -3.97680
H 6.33387 1.12713 -4.54108
H 4.55798 -0.24754 -3.63679
H 3.52430 1.20378 -3.84365
C -4.55771 4.01991 -2.45378
C -3.34911 4.39811 -1.75611
O -3.69928 4.97568 -0.59343
S -4.90827 6.07647 -0.79311
O -4.42387 7.28144 -1.40728
O -5.79203 6.11850 0.34301
O -5.45364 5.08800 -2.07335
H -4.77437 3.00632 -2.11644
H -4.44436 3.80634 -3.51662
H -2.66680 5.08619 -2.25520
H -2.68685 3.55317 -1.56749
C 0.98364 1.08040 -0.03273
C -0.18925 2.08068 -0.01443
O -1.42586 1.39208 0.18323
S -1.31403 -0.24396 -0.18997
O -1.93819 -0.55360 -1.47756
O -1.81078 -1.09789 0.89828
O 0.35088 -0.15933 -0.20907
H 1.59898 1.01892 0.86485
H 1.61646 1.36863 -0.87211
H -0.06268 2.68268 -0.91425
H -0.03881 2.76825 0.81787
C -3.41301 1.95569 -5.43689
C -2.40111 2.22073 -6.53270
O -1.11107 2.55122 -6.07246
S -1.05344 2.26282 -4.44177
O -0.19812 3.25590 -3.75948
O -0.59614 0.86421 -4.33895
O -2.72655 2.32062 -4.21046
H -3.64813 0.89426 -5.51550
H -4.24592 2.65555 -5.50437
H -2.71241 3.04243 -7.17770
H -2.28224 1.49845 -7.34033
C -2.08604 -4.24978 0.22108
C -1.23048 -4.89957 1.38106
O -1.81797 -6.04653 1.82489
S -2.49844 -6.82321 0.43480
O -3.69371 -7.59361 0.83235
O -1.44737 -7.39520 -0.36733
O -2.86550 -5.37097 -0.27492
H -1.49872 -3.80127 -0.58016
H -2.83807 -3.54884 0.58338
H -1.14974 -4.29174 2.28222
H -0.25612 -5.21348 1.00666
C -0.71613 -0.60755 3.92934
C -2.06826 -0.34346 4.64669
O -2.60207 -1.57593 5.06806
S -1.52523 -2.79796 5.14070
O -1.95789 -4.09908 4.63098
O -0.74140 -2.70061 6.38286
O -0.61153 -2.02492 3.99643
H 0.13450 -0.18734 4.46596
H -0.61268 -0.46245 2.85401
H -2.80828 0.17120 4.03382
H -1.87386 0.37312 5.44470
C 0.39344 3.99425 6.54852
C 0.96505 2.61964 6.83517
O 0.90176 1.87630 5.65000
S 0.36307 2.75527 4.30734
O -1.08078 2.55943 4.16245
O 1.19837 2.61584 3.15563
O 0.64729 4.12774 5.16534
H 0.80445 4.81813 7.13197
H -0.67181 4.10115 6.75327
H 0.43248 2.05663 7.60165
H 2.04977 2.61757 6.94225
C 3.66240 -3.23231 -0.35277
C 2.20977 -2.91665 -0.87930
O 1.43951 -3.48468 0.10755
S 2.04963 -3.34391 1.64841
O 1.64666 -4.42069 2.61028
O 1.92206 -1.96800 2.14082
O 3.48196 -3.75415 0.93970
H 4.30351 -2.35137 -0.32064
H 4.15495 -4.05344 -0.87360
H 2.05954 -3.49210 -1.79275
H 2.16812 -1.86442 -1.16069
C 5.40830 0.37990 3.27318
C 4.07762 0.39966 2.53929
O 3.86976 1.77669 2.36674
S 4.51294 2.76490 3.54655
O 3.61782 3.01117 4.69876
O 5.14443 3.90452 2.93123
O 5.63829 1.59717 3.91804
H 6.25703 0.36374 2.58945
H 5.61098 -0.51980 3.85418
H 3.21077 -0.07431 2.99974
H 4.20046 -0.26938 1.68760
C -2.70899 -2.72329 -4.58760
C -1.93865 -4.06491 -4.44502
O -2.86745 -4.83998 -3.74233
S -4.42148 -4.61829 -4.23475
O -5.26777 -4.93926 -3.05682
O -4.67585 -5.20519 -5.55059
O -4.09335 -3.00696 -4.27814
H -2.71674 -2.34209 -5.60873
H -2.36906 -1.93249 -3.91888
H -1.03379 -3.92977 -3.85250
H -1.61663 -4.41675 -5.42512


Which one sits at the bottom of the stability order? 2) does.


1) This record from the Open Molecules 2025 dataset describes 2 unconnected molecules or ions with the total composition C3H10NO. The level of theory is wB97M-V/def2-TZVPD.

- Kohn-Sham gap (Eh) = 0.37049
- total charge = +1
- lowest unoccupied orbital energy (eV) = -4.893
- spin multiplicity = 1

Cartesian coordinates (Å):
C -1.52065 -0.97999 -0.47379
C 0.17867 -1.35707 1.21774
N -0.72817 -0.63546 0.71124
H -1.55424 -0.10334 -1.11504
H -2.54345 -1.23008 -0.20307
H -1.08205 -1.82745 -0.99356
H 0.36358 -2.34935 0.82510
H 0.77031 -0.98810 2.04501
H -0.74174 0.36809 0.91467
C 1.39554 1.12374 -1.13186
O 0.54439 1.54254 -0.04052
H 2.23913 1.79943 -1.21963
H 1.74406 0.12055 -0.89517
H 0.82922 1.07926 -2.06154
H 0.49810 2.49695 -0.12086


2) This record from the Open Molecules 2025 dataset describes 2 unconnected molecules or ions with the total composition C3H10NO. The level of theory is wB97M-V/def2-TZVPD.

- Kohn-Sham gap (Eh) = 0.35293
- total charge = +1
- lowest unoccupied orbital energy (eV) = -3.543
- spin multiplicity = 1

Cartesian coordinates (Å):
C -1.12386 0.40981 -1.82648
N 0.10823 0.78516 -1.24339
H -2.00529 0.39278 -1.15666
H -0.91493 -0.62650 -2.35946
H -1.34331 1.21956 -2.62756
H 0.35144 1.82246 -1.26917
H 0.23017 0.76723 -0.14485
H 0.93767 0.26703 -1.51839
C 0.79256 -1.66257 1.63760
C 0.12867 -0.50093 1.73727
O 0.72162 0.72181 1.48380
H 1.67184 -1.70295 0.91106
H 0.88399 -2.65953 2.24908
H -0.98727 -0.49339 1.79759
H 0.54849 1.26005 2.32957


Which one sits at the bottom of the stability order? 2) does.